No. 1
Molecular formula: C7H9NO3
Method: DFT, ωB97M-V/def2-TZVPD

Values from the calculation:
Energy above the lowest of the compared OMol25 structures with the same formula, charge and spin: 79.2 kcal/mol
Energy: -15033.7157 eV
Gap between HOMO and LUMO: 0.2941 Eh

Element x y z (Å)
1 C -0.09569 1.43374 -1.64064
2 C -0.74932 2.26896 -0.71787
3 C 0.47472 0.22624 -1.37067
4 C -0.94799 2.03483 0.61284
5 C -1.07567 2.89060 1.73384
6 C -0.50914 0.04877 0.96912
7 C 1.17104 -1.56424 0.35476
8 N 0.52135 -0.32390 -0.06534
9 O -0.62046 4.02303 1.65052
10 O -1.41541 2.47192 2.96267
11 O -1.62082 -0.76947 1.01704
12 H -0.14043 1.77471 -2.70984
13 H -1.12154 3.34207 -1.10726
14 H 1.16780 -0.14043 -2.08252
15 H -0.05077 0.22510 1.92485
16 H 1.12420 -2.25646 -0.48166
17 H 2.23988 -1.36340 0.78368
18 H 0.45761 -2.02816 1.04108
19 H -1.63990 1.58289 3.19358
20 H -2.08703 -0.78324 0.19682

Atomic forces in eV per Å
C -0.5 -0.8 -2.1
C -1.8 3.4 1.7
C 0.1 0.9 2.9
C 1.1 -5.9 -2.3
C 1.7 2.0 0.5
C 0.0 4.4 -2.6
C 0.8 0.4 -0.3
N -1.9 1.2 0.4
O -1.1 -0.5 0.1
O -0.1 1.1 0.7
O 1.0 0.1 1.4
H 0.4 -0.5 1.2
H 1.1 -2.4 0.8
H 0.3 -1.0 -0.6
H 0.0 -0.8 0.4
H 0.8 -0.1 -0.2
H -2.0 -0.7 -0.8
H 0.7 0.0 0.5
H -0.3 -1.1 -0.8
H -0.4 0.2 -1.1

Mulliken population analysis, charges in e, atoms 1 to 6: number 1, C, carries -0.503; number 2, C, carries -0.022; number 3, C, carries -0.093; number 4, C, carries 0.287; number 5, C, carries 0.337; number 6, C, carries -0.734

No. 2
Molecular formula: C7H9NO4
Method: DFT, ωB97M-V/def2-TZVPD

Values from the calculation:
Energy above the lowest of the compared OMol25 structures with the same formula, charge and spin: 136.7 kcal/mol
Energy: -17078.6404 eV
Gap between HOMO and LUMO: 0.3066 Eh

Element x y z (Å)
1 C -1.92681 -1.35382 0.84047
2 C -2.55544 -0.83205 -0.37863
3 C -0.61333 -1.23123 1.05289
4 C -2.03565 0.21746 -1.00342
5 C 0.33599 -0.47431 0.27954
6 C -0.77303 0.95983 -0.51104
7 C 2.50155 0.75348 0.23766
8 N -1.13455 1.75268 0.65057
9 O -1.97048 1.35452 1.41563
10 O -0.32977 2.67775 0.91129
11 O -0.16727 1.73809 -1.47262
12 O 1.46824 0.06330 1.01252
13 H -2.53653 -1.83653 1.59565
14 H -3.52524 -1.37350 -0.66900
15 H -0.20732 -1.58593 1.94613
16 H -2.34942 0.73665 -1.85789
17 H 0.77076 -0.92243 -0.58474
18 H 3.01991 1.33335 1.03407
19 H 2.02235 1.39698 -0.62601
20 H 3.07467 -0.03954 -0.18678
21 H 0.08078 2.58926 -1.08621

Atomic forces in eV per Å
C 0.8 -0.1 -0.2
C -1.5 -0.7 -0.2
C -1.0 0.0 0.5
C 1.7 0.2 0.6
C 1.2 4.4 -1.2
C 0.3 -2.9 0.4
C -2.4 0.8 -0.2
N 2.4 1.1 1.7
O -0.6 0.3 0.1
O -1.1 -0.4 -0.5
O -0.4 -0.7 -0.2
O -2.3 -0.3 -0.4
H 0.0 -0.1 -0.2
H 1.6 1.2 0.0
H 0.5 -0.7 1.5
H -1.2 0.1 -1.3
H -0.3 -0.5 -1.1
H -0.2 -0.3 -1.1
H 1.1 -1.1 2.0
H 1.0 -0.2 -0.5
H 0.1 0.0 0.4

Mulliken population analysis, charges in e, atoms 1 to 6: number 1, C, carries -0.308; number 2, C, carries -0.311; number 3, C, carries -0.526; number 4, C, carries -0.756; number 5, C, carries 0.076; number 6, C, carries 0.419

No. 3
Molecular formula: C7H9NO5S2
Method: DFT, ωB97M-V/def2-TZVPD

Values from the calculation:
SMILES: CC(C)(OS(=O)(=O)c1cccs1)[N+](=O)[O-]
Energy above the lowest of the compared OMol25 structures with the same formula, charge and spin: 0.0 kcal/mol
Energy: -40798.0083 eV
Gap between HOMO and LUMO: 0.3658 Eh

Element x y z (Å)
1 C 0.69518 0.61370 2.23882
2 C 0.64683 1.35543 0.81442
3 C 1.62191 2.43704 0.40859
4 O 0.58817 0.21976 -0.06075
5 S 0.81206 -0.10359 -1.68559
6 O 2.22126 -0.35829 -1.80277
7 O 0.14930 0.89393 -2.47641
8 C -0.18386 -1.59230 -1.48338
9 C -1.52537 -1.43449 -1.27816
10 C -2.13028 -2.66839 -0.92211
11 C -1.23469 -3.68763 -0.87224
12 S 0.34905 -3.18367 -1.02545
13 N -0.74136 1.85505 0.75667
14 O -0.97393 2.83603 1.43457
15 O -1.45514 1.31345 -0.00811
16 H 0.04255 1.09719 2.98086
17 H 1.69099 0.72866 2.58911
18 H 0.52998 -0.39163 2.14070
19 H 2.47991 2.51690 1.09495
20 H 1.14241 3.39296 0.49600
21 H 1.97988 2.13670 -0.54764
22 H -1.98529 -0.48047 -1.19333
23 H -3.21592 -2.75531 -0.90288
24 H -1.50364 -4.74101 -0.69588

Atomic forces in eV per Å
C 0.7 3.8 -0.5
C -0.1 -3.0 0.8
C 0.5 -0.4 1.6
O 1.3 -0.2 -0.3
S 0.0 0.2 2.4
O -0.9 -0.1 -0.5
O 0.4 -0.9 0.3
C 0.4 0.8 0.0
C 0.6 -0.9 0.3
C -0.8 0.6 -0.9
C -1.3 -1.2 0.9
S 1.1 0.7 -1.1
N 0.7 2.0 0.1
O -0.5 0.0 0.3
O -2.6 -0.3 -0.8
H 0.1 -0.2 -0.5
H 1.0 0.1 0.5
H -0.8 -2.4 -0.5
H -0.3 -0.4 -0.2
H -0.2 0.5 -0.6
H 0.3 0.5 -0.9
H -0.4 0.5 -0.5
H 0.3 -0.3 0.3
H 0.4 0.7 -0.1

Mulliken population analysis, charges in e, atoms 1 to 6: number 1, C, carries -1.518; number 2, C, carries 1.048; number 3, C, carries -1.293; number 4, O, carries -0.250; number 5, S, carries 1.092; number 6, O, carries -0.593

No. 4
Molecular formula: C7H9NOS
Method: DFT, ωB97M-V/def2-TZVPD

Values from the calculation:
Energy above the lowest of the compared OMol25 structures with the same formula, charge and spin: 46.0 kcal/mol
Energy: -21774.8474 eV
Gap between HOMO and LUMO: 0.3450 Eh

Element x y z (Å)
1 C -0.80594 0.37589 3.08092
2 C -0.01365 1.33756 2.41107
3 C -1.59619 -0.22505 2.14941
4 C -0.31404 1.24526 1.07335
5 C 0.53906 -0.46440 -2.09025
6 C 0.05657 -1.06281 -0.96620
7 C 1.94945 -0.56474 -2.60028
8 N -1.22363 0.25708 0.90355
9 O -2.19271 0.37403 -1.54999
10 S -1.64738 -0.66705 -0.48466
11 H -0.57663 0.07426 4.10701
12 H 0.79628 1.90239 2.83781
13 H -2.18040 -1.18771 2.23248
14 H 0.08300 1.82019 0.15705
15 H -0.17082 0.08788 -2.62998
16 H 0.65921 -1.62975 -0.24681
17 H 1.88124 -0.91206 -3.59037
18 H 2.18248 0.51577 -2.66064
19 H 2.57410 -1.27673 -2.13348

Atomic forces in eV per Å
C 0.6 -0.1 0.8
C 0.2 -0.1 -0.8
C -0.1 -2.3 0.2
C 1.7 1.6 -1.8
C 0.1 -2.6 2.7
C 0.5 1.4 -1.3
C -2.1 1.6 0.0
N -1.4 -0.8 0.3
O 1.7 -3.1 2.8
S -0.8 3.4 -2.7
H -0.8 0.2 -0.4
H -0.2 0.3 0.0
H 0.6 1.5 -0.2
H -0.7 -1.1 1.8
H -0.8 0.9 -0.9
H -0.4 0.1 -0.3
H -0.1 -0.2 -1.6
H 1.1 -0.7 0.2
H 0.9 -0.1 1.2

Mulliken population analysis, charges in e, atoms 1 to 6: number 1, C, carries -0.508; number 2, C, carries -0.419; number 3, C, carries -0.272; number 4, C, carries -0.207; number 5, C, carries 0.047; number 6, C, carries -0.486

No. 5
Molecular formula: C7H9NSSi
Method: DFT, ωB97M-V/def2-TZVPD

Values from the calculation:
SMILES: c1ccc2c(c1)CN[SiH2]S2
Energy above the lowest of the compared OMol25 structures with the same formula, charge and spin: 0.0 kcal/mol
Energy: -27607.3659 eV
Gap between HOMO and LUMO: 0.3347 Eh

Element x y z (Å)
1 C 2.66582 -0.23911 -0.09108
2 C 2.23043 -1.48953 -0.44893
3 C 0.92282 -1.85666 -0.21759
4 C 0.01306 -0.89074 0.14315
5 C 0.37280 0.46464 0.27729
6 C 1.76282 0.70187 0.21296
7 C -0.55177 1.55586 0.65130
8 N -1.88192 1.30217 -0.07458
9 Si -2.80865 -0.13629 -0.52015
10 S -1.59055 -1.55319 0.55363
11 H 3.75767 -0.02601 -0.12667
12 H 2.92332 -2.10838 -1.03328
13 H 0.38919 -2.82996 -0.20479
14 H 2.26541 1.66466 0.41193
15 H -0.83990 1.54371 1.65450
16 H -0.41682 2.66614 0.33830
17 H -2.49713 1.94886 0.31524
18 H -2.71061 -0.24857 -1.94874
19 H -4.00599 -0.46946 0.10751

Atomic forces in eV per Å
C 2.0 -1.1 -0.9
C 0.7 -1.6 -0.9
C -0.7 -0.5 0.0
C -0.9 1.3 0.6
C 2.1 -0.1 0.3
C -0.7 2.3 0.8
C -2.9 0.9 -2.9
N -0.1 -0.8 -0.6
Si 4.1 0.6 0.9
S -0.3 -0.1 -0.2
H -1.0 0.0 -0.1
H -0.2 -0.3 0.8
H 1.4 0.2 -0.7
H -1.2 0.0 0.0
H 0.2 -0.1 2.0
H 1.1 -2.1 0.5
H -1.3 1.6 0.5
H -0.4 -0.3 -0.7
H -1.9 0.2 0.5

Mulliken population analysis, charges in e, atoms 1 to 6: number 1, C, carries -0.456; number 2, C, carries -0.470; number 3, C, carries -0.659; number 4, C, carries 0.505; number 5, C, carries 0.339; number 6, C, carries -0.396

No. 6
Molecular formula: C7H9O3
Method: DFT, ωB97M-V/def2-TZVPD

Values from the calculation:
Energy above the lowest of the compared OMol25 structures with the same formula, charge and spin: 60.5 kcal/mol
Net charge: +1
Energy: -13535.2212 eV
Gap between HOMO and LUMO (spin up / spin down): 0.2630 / 0.3067 Eh

Element x y z (Å)
1 C -0.05736 -1.08108 0.62226
2 C 0.64876 -0.99875 -0.57872
3 C -0.55065 0.10006 1.17706
4 C 0.31670 2.56118 -1.37692
5 C 0.09463 1.25684 -0.73823
6 C 1.35448 -2.12348 -1.20058
7 C -1.21796 0.19914 2.47698
8 O 0.06491 3.59980 -0.83130
9 O 0.72133 0.14854 -1.22205
10 O -0.40020 1.23561 0.52916
11 H -0.15876 -2.02105 1.13483
12 H 0.73009 2.47115 -2.39119
13 H -1.96541 1.17343 -1.98919
14 H 1.98025 -2.64002 -0.47217
15 H 1.95422 -1.78642 -2.04293
16 H 0.62915 -2.86172 -1.55527
17 H -0.55889 0.69655 3.19493
18 H -1.49217 -0.77614 2.86655
19 H -2.09312 0.84636 2.39679

Atomic forces in eV per Å
C 0.0 0.7 -0.4
C -0.5 -0.1 0.8
C 0.3 -0.9 -0.4
C 0.3 -0.5 -0.2
C -1.0 0.4 -0.4
C 0.2 -0.1 -0.4
C -0.2 0.3 0.3
O -0.2 0.0 0.2
O 0.3 0.0 0.1
O 0.1 0.1 0.2
H 0.0 -0.1 0.1
H 0.0 0.0 -0.1
H 0.5 0.0 0.3
H 0.0 0.1 0.1
H 0.0 0.0 0.0
H -0.1 0.1 0.0
H 0.1 0.0 0.0
H 0.0 0.0 -0.1
H 0.0 -0.1 -0.1

Mulliken population analysis, charges in e, atoms 1 to 6: number 1, C, carries -0.758; number 2, C, carries 0.984; number 3, C, carries 1.008; number 4, C, carries -0.071; number 5, C, carries -0.038; number 6, C, carries -1.234